(1)
16
Properties=species:S:1:pos:R:3 method="wB97M-V/def2-TZVPD" de_lowest_ev=5.063 total_energy_ha=-575.1520 orbital_gap_ev=9.76 e_homo_ev=-8.96
C 0.1629 0.3725 -1.8644
C -0.0546 -0.0250 -0.6450
C 0.2782 0.5712 -3.1503
C 0.1047 0.6241 0.7234
C 0.2282 -0.9358 0.4647
C -1.1597 1.1152 1.4063
P 1.7156 -1.8228 0.8315
H 1.2944 0.7631 -3.3596
H -0.6150 0.7051 -3.7431
H 0.9327 1.1954 0.7733
H -1.1730 -1.4822 0.8466
H -1.9541 1.2330 0.6171
H -0.9897 2.1043 1.9180
H -1.4589 0.3322 2.0532
H 0.9869 -3.0044 0.8595
H 1.7016 -1.7456 2.2686



(2)
16
Properties=species:S:1:pos:R:3 method="wB97M-V/def2-TZVPD" de_lowest_ev=0.846 total_energy_ha=-575.3070 orbital_gap_ev=8.19 smiles="CC1=P[C@H](C)C=C1" e_homo_ev=-8.11
C -0.5021 1.0390 -0.3782
C 0.7971 0.8996 -0.6692
C -1.2704 -0.1417 -0.0799
C 1.3888 -0.4478 -0.5893
C -2.7176 0.0084 0.2787
C 2.2806 -0.6650 0.6160
P -0.4729 -1.6345 -0.1943
H -0.9979 1.9998 -0.3611
H 1.4162 1.7405 -0.9413
H 1.8333 -0.8014 -1.5139
H -2.9997 -0.6518 1.0980
H -3.3454 -0.2423 -0.5782
H -2.9284 1.0371 0.5641
H 1.7491 -0.4054 1.5286
H 3.1682 -0.0333 0.5411
H 2.6009 -1.7013 0.6789



(3)
16
Properties=species:S:1:pos:R:3 method="wB97M-V/def2-TZVPD" de_lowest_ev=2.835 total_energy_ha=-575.1034 orbital_gap_ev="6.66 / 6.49" e_homo_ev="-5.77 / -8.53" spin_multiplicity=3
C 1.9262 1.0738 -0.9245
C 0.9049 -0.5569 1.1408
C -0.5238 0.0931 0.9005
C -0.4927 -1.0182 0.1503
C -1.2437 1.4272 1.0582
C -0.6844 -1.8438 -1.0794
P 2.4446 0.0722 0.2895
H 2.5449 1.6082 -1.6274
H 1.0591 -1.2781 1.9598
H 0.9595 1.4467 -0.7600
H -1.8290 1.5492 0.1218
H -0.4829 2.2360 1.1676
H -1.9254 1.4364 1.8682
H -0.8608 -1.2448 -2.0026
H -1.7462 -2.2394 -1.0716
H -0.0502 -2.7616 -1.1912



(4)
28
Properties=species:S:1:pos:R:3 method="wB97M-V/def2-TZVPD" total_energy_ha=-8270.6831 orbital_gap_ev=7.66 e_homo_ev=-9.82
N -4.0537 2.4831 -2.3929
C -3.5361 2.0708 -1.3871
O -3.0560 1.5809 -0.1353
S -2.0371 2.6891 0.6434
C -1.5448 4.1195 -0.4485
O -1.6249 5.2849 0.0823
O -1.0761 4.0262 -1.7337
H -0.8291 1.9963 0.9180
C 1.1307 -0.7403 1.9103
Cl -0.4208 -0.0075 1.4346
Cl 1.5475 -2.0343 0.7685
Cl 2.3962 0.5040 1.8877
Cl 0.9906 -1.4162 3.5464
C 4.2724 -4.6050 2.3985
Cl 4.9389 -3.1121 3.0952
Cl 2.5002 -4.5744 2.5215
Cl 4.7450 -4.7237 0.6896
Cl 4.9045 -6.0078 3.2872
C 3.7395 1.9106 -1.5277
Cl 4.5789 2.2570 -3.0546
Cl 4.7544 2.4283 -0.1626
Cl 2.1960 2.7908 -1.4870
Cl 3.4283 0.1649 -1.4051
C -5.5893 -1.4177 -1.8900
Cl -4.9133 0.0689 -1.1839
Cl -7.3620 -1.3682 -1.7868
Cl -5.0975 -1.5391 -3.5925
Cl -4.9823 -2.8290 -0.9955